(1)
The following is a quantum chemistry calculation of a molecular structure, C18H27IrN2OS4Se2Te2, from OMol25.

The calculation puts the gap between HOMO and LUMO (spin up / spin down) at 7.2 / 6.1 eV. Its expectation value of S² is 0.76. The value obtained for the energy relative to the best compared isomer or geometry (same formula, charge and spin) is 0.0 kcal/mol. For the lowest unoccupied orbital energy (spin up / spin down), the calculation gives -2.7806 / -4.1085 eV. The calculated total energy comes out at -7922.75549 Ha.

The geometry in ORCA input format:
```
! wB97M-V def2-TZVPD RIJCOSX def2/J DEFGRID3
* xyz 1 2
Ir -0.099 1.563 -0.088
Se -3.548 0.591 1.132
Te -4.945 1.349 -0.634
Te -3.274 2.838 -2.257
Se -1.202 1.433 -2.322
C -1.013 3.452 2.490
C -0.286 2.251 3.062
S 0.947 1.448 2.001
C 2.303 2.640 1.789
C 1.969 3.820 0.891
S 1.263 3.243 -0.697
C 0.118 4.590 -1.082
C -0.927 4.794 0.003
S -1.546 3.220 0.741
H -0.403 4.349 2.550
H -1.919 3.633 3.067
H -0.989 1.433 3.236
H 0.176 2.494 4.020
H 3.096 2.033 1.349
H 2.648 2.976 2.767
H 2.873 4.378 0.646
H 1.266 4.498 1.365
H -0.346 4.248 -2.007
H 0.679 5.502 -1.288
H -1.800 5.277 -0.431
H -0.569 5.426 0.814
C 1.104 -4.369 -2.275
C 0.298 -3.258 -2.932
N 0.854 -1.916 -2.672
C 1.675 -1.313 -3.727
C 3.147 -1.683 -3.636
C 0.626 -1.338 -1.497
S 1.499 0.145 -1.152
N -0.143 -2.001 -0.641
C -0.663 -1.476 0.449
O -0.826 -0.248 0.717
C -1.167 -2.435 1.470
C -1.639 -1.971 2.696
C -2.104 -2.860 3.649
C -2.105 -4.223 3.381
C -1.640 -4.692 2.160
C -1.171 -3.802 1.208
H 0.607 -5.326 -2.439
H 1.182 -4.203 -1.201
H 2.108 -4.436 -2.691
H -0.730 -3.273 -2.579
H 0.283 -3.382 -4.013
H 1.550 -0.233 -3.680
H 1.255 -1.648 -4.675
H 3.571 -1.358 -2.685
H 3.698 -1.194 -4.440
H 3.297 -2.758 -3.731
H -1.641 -0.908 2.894
H -2.468 -2.494 4.600
H -2.472 -4.919 4.124
H -1.646 -5.753 1.950
H -0.813 -4.155 0.251
*
```

Mulliken atomic charge list, values in e, 8 entries: number 1, Ir, carries 1.637; number 2, Se, carries -0.140; number 3, Te, carries 0.163; number 4, Te, carries -0.168; number 5, Se, carries -0.096; number 6, C, carries -0.920; number 7, C, carries -0.494; number 8, S, carries 0.025



(2)
The following is a quantum chemistry calculation of 2 unconnected molecules or ions with the total composition C18H27N2O, from OMol25.

The calculation puts the gap between HOMO and LUMO at 5.9 eV. The value obtained for the energy relative to the best compared isomer or geometry (same formula, charge and spin) is 0.0 kcal/mol. For the lowest unoccupied orbital energy, the calculation gives -4.7386 eV. The calculated total energy comes out at -886.54504 Ha.

The geometry in ORCA input format:
```
! wB97M-V def2-TZVPD RIJCOSX def2/J DEFGRID3
* xyz 1 1
C 5.334 0.363 -1.640
C 4.203 -0.341 -0.891
N 2.973 0.465 -0.851
C 1.796 -0.132 -1.026
C 0.584 0.561 -1.086
C -0.606 -0.100 -1.328
C -1.869 0.561 -1.491
C -2.856 0.007 -2.344
C -4.046 0.681 -2.595
C -4.327 1.890 -1.937
C -3.386 2.421 -1.040
C -2.169 1.777 -0.821
C 3.048 1.905 -0.662
C 4.506 2.300 -0.497
O 5.339 1.788 -1.543
H 6.297 -0.025 -1.255
H 5.268 0.131 -2.716
H 3.959 -1.270 -1.420
H 4.545 -0.571 0.133
H 1.833 -1.221 -1.151
H 0.594 1.655 -1.006
H -0.574 -1.173 -1.523
H -2.630 -0.944 -2.837
H -4.762 0.269 -3.308
H -5.257 2.426 -2.140
H -3.605 3.347 -0.505
H -1.442 2.199 -0.121
H 2.596 2.446 -1.516
H 2.495 2.206 0.245
H 4.621 3.381 -0.623
H 4.854 1.965 0.502
C -3.427 -0.645 2.600
C -2.330 -1.474 1.957
C -1.916 -2.791 2.688
C -0.395 -2.902 2.490
C 0.074 -1.520 1.980
N -1.121 -0.775 1.779
H -4.348 -1.224 2.680
H -3.131 -0.324 3.603
H -3.627 0.240 1.991
H -2.718 -1.805 0.970
H -2.183 -2.765 3.751
H -2.422 -3.638 2.215
H 0.126 -3.184 3.409
H -0.189 -3.659 1.727
H 0.730 -1.061 2.738
H 0.663 -1.596 1.051
H -1.102 0.156 1.364
*
```

Mulliken atomic charge list, values in e, 8 entries: number 1, C, carries -0.466; number 2, C, carries -0.570; number 3, N, carries 0.229; number 4, C, carries -0.041; number 5, C, carries -0.015; number 6, C, carries -0.618; number 7, C, carries 0.842; number 8, C, carries -0.430



(3)
The following is a quantum chemistry calculation of a single C18H27N3O3 molecule, from OMol25.

The calculation puts the gap between HOMO and LUMO at 8.5 eV. The value obtained for the energy relative to the best compared isomer or geometry (same formula, charge and spin) is 84.2 kcal/mol. For the lowest unoccupied orbital energy, the calculation gives 0.7530 eV. The calculated total energy comes out at -1092.03237 Ha.

The geometry in ORCA input format:
```
! wB97M-V def2-TZVPD RIJCOSX def2/J DEFGRID3
* xyz 0 1
C 5.248 -3.339 -0.246
C 4.361 -4.316 -1.012
O 3.086 -4.476 -0.425
C 2.165 -3.462 -0.489
C 2.291 -2.359 -1.331
C 1.323 -1.381 -1.401
C 0.178 -1.471 -0.613
C -0.866 -0.467 -0.654
N -0.776 0.506 -1.475
N -1.713 1.484 -1.572
C -2.835 1.732 -0.834
O -3.211 1.050 0.095
C -3.552 3.020 -1.256
N -3.056 4.211 -0.592
C -3.195 4.166 0.854
C -2.975 5.563 1.427
C -1.586 6.067 1.049
C -1.438 6.017 -0.468
C -1.712 4.601 -0.972
C 0.048 -2.565 0.238
C 1.012 -3.563 0.317
O 0.697 -4.563 1.184
C 1.633 -5.555 1.568
C 0.968 -6.397 2.647
H 4.811 -2.343 -0.239
H 5.362 -3.671 0.783
H 6.228 -3.292 -0.712
H 4.275 -4.025 -2.066
H 4.795 -5.320 -0.972
H 3.162 -2.265 -1.960
H 1.440 -0.540 -2.065
H -1.696 -0.603 0.033
H -1.481 2.130 -2.315
H -3.474 3.169 -2.337
H -4.607 2.908 -0.990
H -4.202 3.817 1.090
H -2.478 3.464 1.312
H -3.090 5.533 2.512
H -3.729 6.235 1.016
H -1.439 7.086 1.411
H -0.828 5.430 1.511
H -0.433 6.321 -0.767
H -2.157 6.698 -0.925
H -1.642 4.585 -2.064
H -0.946 3.919 -0.560
H -0.823 -2.670 0.866
H 1.902 -6.180 0.710
H 2.543 -5.086 1.960
H 1.646 -7.181 2.974
H 0.704 -5.774 3.497
H 0.061 -6.850 2.256
*
```

Mulliken atomic charge list, values in e, 8 entries: number 1, C, carries -1.095; number 2, C, carries -0.488; number 3, O, carries -0.465; number 4, C, carries 1.521; number 5, C, carries -0.478; number 6, C, carries -1.465; number 7, C, carries 0.784; number 8, C, carries -0.591



(4)
The following is a quantum chemistry calculation of a single C18H27N3O4S molecule, from OMol25.

The calculation puts the gap between HOMO and LUMO at 9.3 eV. The value obtained for the energy relative to the best compared isomer or geometry (same formula, charge and spin) is 33.8 kcal/mol. For the lowest unoccupied orbital energy, the calculation gives 0.6097 eV. The calculated total energy comes out at -1565.51999 Ha.

The geometry in ORCA input format:
```
! wB97M-V def2-TZVPD RIJCOSX def2/J DEFGRID3
* xyz 0 1
C -3.585 -2.750 0.702
C -2.142 -2.760 0.293
C -1.780 -2.542 -1.030
C -0.451 -2.514 -1.406
C 0.552 -2.707 -0.465
C 1.997 -2.597 -0.866
N 2.417 -1.203 -0.849
C 3.399 -0.775 -0.042
O 4.063 -1.523 0.654
C 3.732 0.727 -0.027
C 3.122 1.623 -1.119
C 1.983 2.497 -0.572
N 1.161 1.804 0.394
S -0.087 0.941 -0.250
O 0.218 0.505 -1.585
O -0.495 -0.033 0.712
N -1.203 2.175 -0.416
C -2.201 1.963 -1.451
C -3.289 1.008 -0.959
O -3.887 1.499 0.221
C -2.937 1.637 1.257
C -1.800 2.579 0.845
C 1.854 1.283 1.564
C 3.369 1.258 1.366
C 0.194 -2.930 0.856
C -1.136 -2.959 1.229
H -3.905 -1.730 0.920
H -4.217 -3.137 -0.095
H -3.739 -3.349 1.597
H -2.550 -2.389 -1.776
H -0.188 -2.331 -2.438
H 2.649 -3.134 -0.172
H 2.143 -2.990 -1.879
H 1.764 -0.563 -1.279
H 4.824 0.753 -0.112
H 2.754 1.024 -1.951
H 3.894 2.286 -1.516
H 2.383 3.391 -0.086
H 1.316 2.809 -1.375
H -1.687 1.551 -2.318
H -2.634 2.937 -1.699
H -4.093 0.916 -1.691
H -2.834 0.023 -0.773
H -3.481 2.041 2.113
H -2.512 0.657 1.511
H -1.009 2.572 1.595
H -2.180 3.597 0.718
H 1.600 1.911 2.428
H 1.470 0.278 1.750
H 3.816 0.611 2.122
H 3.779 2.262 1.490
H 0.966 -3.073 1.599
H -1.398 -3.127 2.264
*
```

Mulliken atomic charge list, values in e, 8 entries: number 1, C, carries -1.468; number 2, C, carries 1.319; number 3, C, carries -0.532; number 4, C, carries -0.431; number 5, C, carries 0.663; number 6, C, carries -1.637; number 7, N, carries 0.092; number 8, C, carries 0.145



Among the records above, which one has the lowest calculated total energy? C18H27IrN2OS4Se2Te2



Among the records above, which one has the highest calculated total energy? C18H27N2O